C37H56AsBr2ClN4O4SSbYb | ωB97M-V/def2-TZVPD

## Properties
Orbital gap (spin up / spin down) (eV): 6.66 / 4.31
⟨S²⟩: 0.758
Total charge: +2
Spin multiplicity: 2
Highest occupied orbital energy (spin up / spin down) (eV): -12.39 / -12.39

The geometry in XYZ format:
```
108
Properties=species:S:1:pos:R:3:forces:R:3:lowdin_charge:R:1
Yb 4.65705 5.69890 23.58325 -2.79 0.21 -0.61 0.909
O 9.16032 2.38011 24.23070 -0.61 -0.60 -0.31 0.138
C 9.53405 3.56064 24.64318 3.53 -0.34 0.36 -0.521
O 10.66146 3.82800 25.08652 -2.15 -0.93 -0.67 0.069
C 8.60746 4.63875 24.49924 -2.41 1.83 -0.52 -0.032
C 8.79188 5.91359 25.06702 -1.08 -0.67 0.02 -0.516
Cl 10.02888 6.57777 26.02469 -0.25 -0.40 -0.62 0.891
N 7.64306 6.60497 24.85030 -0.92 -1.03 -0.66 -0.047
N 6.73273 5.86885 24.08676 3.18 1.59 1.76 -0.052
C 7.28943 4.69958 23.87309 1.86 -0.63 0.63 -0.116
C 6.42713 3.61379 23.22965 0.10 -1.22 0.00 -0.550
O 6.73236 2.44629 23.54952 -0.42 0.49 -0.51 0.038
O 5.39473 3.91052 22.53799 1.11 0.17 0.43 -0.153
C 7.22959 7.84869 25.36427 -0.01 2.00 0.31 -0.258
C 7.47471 8.25995 26.69527 0.13 -0.26 -0.25 -0.064
C 7.23144 9.60037 27.06778 -0.05 -1.35 0.20 -0.057
C 6.67157 10.49224 26.16973 -0.28 0.77 -0.28 -0.065
C 6.30314 10.04412 24.89585 0.19 -0.12 0.01 -0.086
C 6.62582 8.75491 24.47183 -0.37 -0.10 0.25 -0.073
H 8.18293 2.33514 23.88025 1.24 0.16 0.78 0.073
H 7.88034 7.54217 27.44149 -0.33 0.70 -0.73 0.108
H 7.43055 9.84797 28.10982 0.05 0.26 -0.36 0.120
H 6.51401 11.56002 26.43765 0.04 -1.01 -0.11 0.130
H 5.77374 10.70480 24.20902 0.27 -0.07 0.17 0.113
H 6.32946 8.44034 23.45767 0.43 0.11 0.46 0.055
Br 3.24960 7.86876 24.92989 0.11 -0.29 1.34 0.584
C 3.67709 7.28328 26.84810 0.46 -0.77 -0.32 -0.792
Br 4.91810 5.75902 27.12295 -0.67 0.95 -0.57 0.645
H 2.73421 6.95381 27.26907 -0.01 0.26 -0.14 0.006
H 4.14556 8.13512 27.32306 -0.15 0.14 -0.16 0.004
C 1.20430 1.74041 26.87481 0.76 0.96 -0.87 -0.024
N 2.47102 1.42092 26.17127 -0.42 0.98 -0.12 -0.155
C 2.95531 0.05291 26.16138 -0.42 -1.40 0.39 -0.132
C 4.24354 0.13528 25.35497 0.78 -0.27 -0.69 -0.119
N 4.17976 1.48869 24.78215 0.10 0.88 -0.21 0.041
C 3.15289 2.22153 25.28952 0.69 -2.37 0.46 -0.736
S 2.75818 3.81092 24.87779 -0.30 0.67 0.03 0.558
H 0.35340 1.70815 26.16426 0.34 -0.20 0.56 0.096
H 1.31320 2.76856 27.24786 -0.26 -0.28 -0.08 0.074
H 1.07957 1.08179 27.73483 0.00 -0.09 -0.32 0.096
H 2.21491 -0.64193 25.66608 0.57 0.79 0.42 0.144
H 3.11516 -0.35878 27.19409 -0.15 0.60 -0.84 0.143
H 4.25505 -0.60785 24.53419 0.07 0.37 0.48 0.131
H 5.17625 -0.00015 25.94061 -0.62 0.15 -0.18 0.135
H 4.96716 1.86158 24.20082 -1.09 -0.33 0.67 0.116
C -0.54552 6.40903 24.30536 -0.19 -0.43 -0.16 -0.134
C -0.83078 5.54781 23.04675 0.29 -0.04 0.22 -0.603
C -0.92279 4.06536 23.46346 -0.37 0.24 -0.05 -0.125
C -2.07152 5.98274 22.19883 0.55 0.54 0.70 -0.080
Sb 1.09182 5.87120 21.70203 -1.34 -0.16 0.05 1.687
C 1.03529 8.04473 20.78531 0.07 -0.30 0.11 -0.655
C 0.38243 8.97220 21.81612 -0.48 0.75 0.11 -0.117
C 2.52449 8.34282 20.70363 0.79 0.10 -0.17 -0.179
C 0.31355 8.00856 19.42443 0.13 0.44 -0.22 -0.091
C 1.43955 4.01858 20.31093 -0.12 0.40 -0.14 -0.634
C 2.47102 4.47599 19.24307 0.12 -0.23 0.90 -0.109
C 1.91731 2.92933 21.30168 0.62 -0.55 -1.00 -0.130
C 0.08155 3.70317 19.64686 0.41 0.38 -0.02 -0.096
H -1.24589 6.14873 25.12369 0.06 0.05 -0.52 0.103
H -0.66207 7.47048 24.09621 0.17 0.07 0.06 0.063
H 0.45493 6.18804 24.70885 -0.23 0.19 -0.17 0.032
H -1.84131 3.91599 24.09297 0.69 0.31 -0.46 0.116
H -0.05108 3.75921 24.06516 -0.29 0.00 -0.35 0.033
H -1.06258 3.43229 22.57574 0.21 -0.02 0.36 0.061
H -2.79376 6.54145 22.84437 0.57 -0.38 -0.45 0.108
H -2.57817 5.10178 21.82267 -0.06 -0.09 -0.20 0.076
H -1.79767 6.63120 21.34798 -0.27 -0.18 0.36 0.052
H 0.91710 8.91149 22.79707 -0.66 -0.08 -0.62 0.062
H -0.71449 8.76438 21.90469 0.95 0.11 0.25 0.086
H 0.44820 10.07745 21.52583 0.10 -1.45 -0.03 0.125
H 2.97732 8.33017 21.72900 -0.26 0.26 -0.76 0.046
H 2.69608 9.34362 20.22530 -0.14 -0.71 0.51 0.113
H 3.08921 7.59585 20.10915 -0.30 0.36 0.13 0.060
H -0.76453 7.96474 19.55678 -0.15 0.00 0.14 0.071
H 0.57187 7.13226 18.81065 0.21 0.41 0.10 0.063
H 0.49892 8.95111 18.82218 0.08 -0.98 0.72 0.121
H 3.46977 4.57484 19.73030 -0.56 0.03 -0.58 0.076
H 2.17349 5.41798 18.74955 0.16 -0.35 0.29 0.066
H 2.51684 3.71263 18.44951 0.13 0.11 0.31 0.101
H 2.83905 3.22330 21.82977 -0.34 -0.05 -0.14 0.032
H 2.19637 1.98865 20.72774 -0.42 1.03 0.42 0.124
H 1.15881 2.63862 22.03961 0.12 0.24 -0.23 0.063
H -0.31912 4.60347 19.12200 0.25 -0.78 0.16 0.088
H -0.63300 3.40714 20.41795 -0.10 -0.17 -0.30 0.059
H 0.24088 2.86806 18.90581 -0.26 0.77 0.72 0.120
C 6.22718 9.09656 20.08202 -0.03 -0.21 0.32 -0.300
As 6.53380 7.24702 20.76029 0.41 0.69 -0.66 1.098
C 8.50811 7.26893 21.04150 -0.78 0.54 0.93 -0.286
C 6.54180 6.23791 19.02748 -0.95 -0.29 1.13 -0.343
C 6.94491 7.02190 17.84392 0.72 0.64 -0.88 -0.330
C 8.31001 7.15797 17.47716 0.01 0.28 0.63 -0.058
C 8.70724 8.06335 16.49729 -0.77 0.50 -0.74 -0.067
C 7.73967 8.79876 15.75691 0.03 -0.63 0.72 -0.064
C 6.38164 8.60786 16.05759 0.53 -0.15 0.42 -0.075
C 6.00235 7.74789 17.10307 0.09 0.10 -0.29 -0.081
H 7.06285 9.45446 19.46495 -0.31 -0.24 0.10 0.044
H 6.11991 9.75139 20.95085 0.06 0.01 -0.06 0.005
H 5.28401 9.13671 19.51722 0.40 -0.08 0.09 0.008
H 9.07440 7.50343 20.13107 -0.27 -0.01 0.37 0.024
H 8.74293 6.28221 21.43747 0.26 -0.09 -0.17 0.009
H 8.70167 7.99568 21.86626 0.09 -0.38 -0.75 0.030
H 5.48842 5.87811 18.98739 0.81 -0.08 -0.34 0.049
H 7.22630 5.43317 19.31134 -0.23 -0.19 -0.49 0.072
H 9.10148 6.63601 18.04827 -0.65 0.14 -0.43 0.114
H 9.76414 8.23204 16.27436 -0.35 -0.23 0.13 0.110
H 8.05861 9.50134 14.98060 -0.17 -0.32 0.32 0.109
H 5.59869 9.15341 15.53577 0.25 -0.09 -0.05 0.104
H 4.93046 7.66181 17.32528 0.43 -0.07 0.02 0.106
```
Positions in Å, forces in eV/Å.